Here is the ion C4H6NO with charge +1 in a non-equilibrium geometry from the Open Molecules 2025 dataset. Energies are from the ωB97M-V functional and the def2-TZVPD basis.

CARTESIAN COORDINATES (ANGSTROEM)
C  0.80  -1.74  0.27
C  -0.09  -0.68  0.15
C  -1.40  -0.20  0.47
O  -2.71  -0.18  0.79
N  -0.35  0.57  -0.08
C  0.07  1.74  -0.62
H  1.71  -1.42  -0.20
H  0.31  -2.53  -0.32
H  0.95  -1.93  1.31
H  1.21  1.80  -0.23
H  -0.46  2.49  0.10
H  -0.02  2.06  -1.63

Output
Relative energy (zero: lowest compared OMol25 entry of this formula, charge and spin) (kcal/mol): 91.2
Orbital gap (eV): 9.49
Calculated total energy (hartree): -285.57680
E_LUMO (eV): -6.09
Charge: +1
SMILES: Cc1c(=O)[n+]1C
HOMO level (eV): -15.58

---

Here is the ion C4H6NO2 with charge -1 in a non-equilibrium geometry from the Open Molecules 2025 dataset. Energies are from the ωB97M-V functional and the def2-TZVPD basis.

CARTESIAN COORDINATES (ANGSTROEM)
C  0.65  -1.19  0.08
C  -0.26  -0.26  0.01
C  0.37  1.13  0.11
C  -1.81  -0.29  -0.09
N  2.39  -0.20  0.46
O  3.33  -0.52  -0.23
O  1.77  1.12  -0.05
H  0.27  -2.27  -0.14
H  -0.24  1.69  -0.68
H  0.02  1.62  1.03
H  -2.17  -1.28  0.18
H  -2.18  -0.04  -1.11
H  -2.17  0.50  0.44

Output
Relative energy (zero: lowest compared OMol25 entry of this formula, charge and spin) (kcal/mol): 149.7
Orbital gap (eV): 6.08
Calculated total energy (hartree): -361.06920
E_LUMO (eV): 4.00
Charge: -1
HOMO level (eV): -2.09

---

Here is the ion C4H6NO2 with charge -1 in a non-equilibrium geometry from the Open Molecules 2025 dataset. Energies are from the ωB97M-V functional and the def2-TZVPD basis.

CARTESIAN COORDINATES (ANGSTROEM)
C  -1.15  -0.90  -0.66
C  -0.05  -0.55  0.47
C  -0.14  1.01  0.68
C  0.86  1.51  -0.10
O  1.69  0.62  -0.71
N  1.24  -0.90  -0.11
O  2.18  -1.23  1.00
H  -1.43  -1.95  -0.60
H  -0.89  -0.38  -1.63
H  -1.97  -0.28  -0.38
H  -0.35  -1.05  1.35
H  -0.83  1.59  1.20
H  0.85  2.53  -0.51

Output
Relative energy (zero: lowest compared OMol25 entry of this formula, charge and spin) (kcal/mol): 133.7
Orbital gap (eV): 7.01
Calculated total energy (hartree): -361.09467
E_LUMO (eV): 4.21
Charge: -1
SMILES: C[C@@H]1C=CON1[O-]
HOMO level (eV): -2.80